[1]
{"formula": "C3H7ClN2S", "method": "ωB97M-V/def2-TZVPD", "charge": 0, "energy_ev": -29558.0492, "largest_force_ev_per_a": 3.884, "lumo_energy_ha": [-0.0130, -0.0157], "de_lowest_kcal_mol": 94.3, "homo_lumo_gap_ha": [0.299, 0.270], "elements": ["C", "C", "C", "N", "N", "S", "Cl", "H", "H", "H", "H", "H", "H", "H"], "coordinates": [[-0.185, 0.369, 0.093], [-1.641, -1.061, 1.428], [2.485, 1.475, -0.172], [-0.569, -0.766, 0.522], [2.092, 0.161, -0.501], [-0.646, 1.873, 0.279], [2.589, -0.972, 0.662], [-2.631, -0.855, 0.974], [-1.572, -2.088, 1.788], [-1.472, -0.323, 2.230], [3.336, 1.845, -0.804], [1.631, 2.282, -0.161], [3.062, 1.646, 0.832], [0.021, -1.443, 0.199]]}

***

[2]
{"formula": "C5H9NO", "method": "ωB97M-V/def2-TZVPD", "charge": 0, "energy_ev": -8866.0691, "largest_force_ev_per_a": 1.179, "lumo_energy_ha": 0.0190, "de_lowest_kcal_mol": 72.5, "homo_lumo_gap_ha": 0.385, "elements": ["C", "C", "C", "C", "O", "C", "N", "H", "H", "H", "H", "H", "H", "H", "H", "H"], "coordinates": [[-1.303, -1.041, 0.525], [-0.345, 0.011, -0.094], [-0.595, 0.058, -1.622], [1.401, 0.213, 0.643], [2.617, -0.489, 0.698], [-0.596, 1.322, 0.504], [-0.415, 2.308, 1.089], [-1.056, -2.047, 0.176], [-1.287, -1.029, 1.618], [-2.353, -0.862, 0.229], [-1.666, 0.199, -1.857], [-0.303, -0.885, -2.091], [-0.065, 0.881, -2.108], [1.582, 1.173, 0.168], [1.038, 0.259, 1.667], [3.322, 0.060, 0.314]]}